[1]
80
Properties=species:S:1:pos:R:3:lowdin_charge:R:1 method="wB97M-V/def2-TZVPD" charge=+1
Al 0.451 -0.899 -0.889 0.57
C -0.841 -2.167 2.237 -0.25
C 0.457 -2.329 1.628 -0.28
C 0.768 -1.234 3.604 -0.20
C -0.653 -1.513 3.468 -0.19
C 1.448 -1.688 2.493 -0.23
C -2.071 -2.934 1.916 -0.05
H -1.956 -3.688 1.137 0.07
H -2.868 -2.254 1.608 0.07
H -2.428 -3.443 2.813 0.09
C -1.696 -1.193 4.484 -0.02
H -2.579 -1.869 4.353 0.08
H -2.030 -0.118 4.414 0.09
H -1.256 -1.351 5.504 0.09
C 1.332 -0.559 4.801 -0.02
H 0.947 -1.000 5.732 0.09
H 1.062 0.508 4.843 0.08
H 2.412 -0.624 4.822 0.07
C 2.930 -1.723 2.348 -0.04
H 3.435 -2.385 3.069 0.09
H 3.335 -0.715 2.532 0.08
H 3.220 -2.012 1.336 0.06
C 0.793 -3.589 0.934 -0.10
H 0.949 -4.473 1.606 0.12
H 1.734 -3.575 0.351 0.07
H 0.002 -3.970 0.263 0.07
C -1.295 0.879 -3.853 -0.16
C -1.771 -0.414 -3.959 -0.15
C -1.017 -1.577 -4.580 -0.18
C 0.498 -1.315 -4.752 -0.19
C 1.311 -0.768 -3.621 -0.15
C 1.688 0.581 -3.519 -0.30
C 1.002 1.723 -4.298 -0.18
C -0.359 1.459 -4.884 -0.18
H -1.368 -1.778 -5.634 0.14
H 0.630 -0.667 -5.666 0.12
H -1.231 -2.488 -3.953 0.12
H -0.303 0.741 -5.727 0.11
H -1.881 1.674 -3.320 0.11
H -2.876 -0.622 -3.868 0.13
H -0.780 2.408 -5.238 0.13
H 1.020 2.573 -3.564 0.11
H 2.740 0.974 -3.266 0.09
H 1.603 2.071 -5.193 0.14
H 0.898 -2.307 -4.978 0.12
H 1.712 -1.538 -2.973 0.04
P -1.739 0.403 -0.702 0.97
C -3.182 1.383 -0.723 -0.17
C -2.183 -1.360 -1.305 -0.16
P 2.050 0.844 -1.410 0.90
C -0.222 1.018 -1.500 -0.55
C 3.353 -0.438 -1.403 -0.28
C 2.468 2.406 -0.725 -0.20
H -3.250 1.776 0.292 0.06
H -4.068 0.791 -0.953 0.07
H -3.048 2.195 -1.439 0.07
H -1.342 -1.724 -1.946 0.00
H -3.087 -1.247 -1.946 0.07
H -2.406 -2.040 -0.462 0.04
H 2.117 3.151 -1.450 0.06
H 3.555 2.404 -0.663 0.06
H 2.065 2.643 0.263 0.05
H -0.223 2.134 -1.592 0.11
H -0.196 0.406 -2.432 -0.03
H 3.987 -0.388 -0.523 0.05
H 3.885 -0.223 -2.335 0.04
H 2.978 -1.469 -1.465 0.02
O -1.662 1.186 1.608 0.01
B -0.470 0.719 0.842 -0.54
O 0.592 1.436 1.466 0.11
C 0.101 2.311 2.426 -0.18
C 0.727 3.196 3.297 0.01
C -0.072 3.900 4.196 -0.06
C -1.468 3.783 4.179 -0.06
C -2.082 2.926 3.271 0.01
C -1.259 2.183 2.450 -0.24
H 1.800 3.225 3.222 0.12
H 0.405 4.552 4.914 0.11
H -2.095 4.333 4.856 0.11
H -3.150 2.778 3.130 0.13


[2]
89
Properties=species:S:1:pos:R:3:lowdin_charge:R:1 method="wB97M-V/def2-TZVPD" smiles="C/C(Cl)=C(/Cl)OC(=O)OOC[C@H](C)CC(C)C.CC#N.CC#N.CC#N.CC#N.CC#N.CC#N.CC#N.CC#N.CC#N"
C 1.870 0.209 0.387 -0.09
C 2.693 1.447 0.521 -0.71
Cl 4.404 1.225 0.498 0.69
C 2.181 2.665 0.701 -0.76
Cl 3.131 4.069 0.958 0.77
O 0.805 2.815 0.769 0.02
C 0.259 3.563 -0.244 -0.54
O 0.274 4.753 -0.256 0.19
O -0.412 2.853 -1.189 0.07
O 0.588 2.008 -1.807 -0.10
C 0.448 2.103 -3.221 -0.11
C 1.684 2.733 -3.918 -0.30
C 2.131 1.809 -5.071 -0.06
C 2.816 3.056 -2.938 -0.14
C 3.723 4.242 -3.315 -0.41
C 3.165 5.570 -2.796 -0.06
C 4.049 4.359 -4.802 -0.08
H 2.506 -0.663 0.286 0.07
H 1.213 0.086 1.243 0.07
H 1.236 0.245 -0.494 0.07
H 0.261 1.090 -3.576 0.12
H -0.451 2.671 -3.445 0.14
H 1.352 3.662 -4.381 0.13
H 1.315 1.188 -5.431 0.07
H 3.002 1.223 -4.790 0.08
H 2.431 2.426 -5.915 0.07
H 3.425 2.155 -2.816 0.11
H 2.424 3.277 -1.949 0.08
H 4.672 4.079 -2.798 0.12
H 2.458 6.017 -3.494 0.08
H 2.711 5.479 -1.812 0.05
H 3.986 6.282 -2.702 0.08
H 3.197 4.664 -5.404 0.08
H 4.855 5.080 -4.931 0.08
H 4.437 3.404 -5.150 0.06
C -1.629 -1.044 2.678 -0.07
C -0.997 -1.698 1.541 -0.28
N -0.485 -2.183 0.634 0.15
H -2.274 -0.242 2.326 0.03
H -2.234 -1.763 3.227 0.06
H -0.868 -0.630 3.339 0.08
C -1.983 3.240 2.721 -0.06
C -2.547 2.568 3.884 -0.28
N -2.986 2.011 4.789 0.13
H -1.704 4.259 2.981 0.09
H -1.098 2.705 2.380 0.06
H -2.719 3.260 1.919 0.09
C 7.060 1.805 -2.840 -0.06
C 7.132 2.179 -4.247 -0.27
N 7.179 2.478 -5.356 0.14
H 7.224 0.734 -2.735 0.09
H 7.821 2.340 -2.277 0.09
H 6.078 2.056 -2.440 0.06
C 9.500 4.594 -7.652 -0.08
C 8.776 5.727 -8.213 -0.29
N 8.206 6.621 -8.656 0.12
H 10.169 4.176 -8.402 0.08
H 10.086 4.919 -6.795 0.08
H 8.797 3.827 -7.330 0.06
C -3.822 -1.779 -0.973 -0.06
C -3.910 -0.680 -0.021 -0.27
N -3.951 0.184 0.735 0.14
H -4.221 -2.685 -0.520 0.08
H -4.392 -1.539 -1.868 0.08
H -2.779 -1.946 -1.238 0.07
C -3.218 -4.300 5.034 -0.08
C -3.487 -4.282 3.601 -0.27
N -3.673 -4.194 2.470 0.13
H -3.042 -5.320 5.369 0.09
H -2.335 -3.699 5.247 0.08
H -4.064 -3.887 5.577 0.02
C -6.044 -6.975 2.109 -0.07
C -6.601 -7.644 3.278 -0.27
N -7.036 -8.169 4.203 0.14
H -5.757 -5.957 2.366 0.05
H -5.164 -7.512 1.762 0.09
H -6.783 -6.949 1.312 0.08
C -8.157 -11.023 5.832 -0.09
C -8.253 -12.477 5.888 -0.29
N -8.328 -13.623 5.933 0.12
H -7.729 -10.711 4.883 0.05
H -9.146 -10.583 5.934 0.08
H -7.523 -10.662 6.638 0.08
C -4.292 -0.738 7.340 -0.05
C -4.377 -2.190 7.446 -0.26
N -4.446 -3.336 7.529 0.13
H -3.875 -0.452 6.375 0.07
H -5.284 -0.304 7.438 0.09
H -3.653 -0.350 8.130 0.09


Molar mass: 525.4, 654.6 (g mol⁻¹)
Max |F|: 5.0, 1.2 (eV/A)
Total energy: -60732.2094, -77442.4201 (eV)